(1)
Computed, not measured: a cluster of 3 separate species, C25H34Cl2IN2O in total in a non-equilibrium geometry, with ωB97M-V/def2-TZVPD.

```
! wB97M-V def2-TZVPD RIJCOSX def2/J DEFGRID3
* xyz 1 1
C 3.3192 -1.7349 -0.4395
C 3.9587 -1.2073 -1.8187
C 3.7194 -2.2298 -3.0076
C 3.5801 0.3023 -2.1191
C 2.3035 0.5438 -3.0255
C 2.6154 0.5172 -4.6120
C 1.0439 -0.3323 -2.6398
O -0.0979 0.2412 -3.4043
C -1.0616 0.7379 -2.5694
N -0.7187 1.7632 -1.7178
C -1.9190 2.0835 -0.9933
C -2.9608 1.1769 -1.4951
I -4.9642 1.2107 -0.7563
N -2.3898 0.3220 -2.5008
C -3.0073 -0.7712 -3.2958
Cl -4.4796 -0.1924 -4.2242
C -3.2622 -2.1101 -2.4833
C -2.2164 -2.3930 -1.3186
Cl -4.9350 -2.2597 -1.7708
H 3.4018 -2.8532 -0.3683
H 4.0103 -1.3232 0.3655
H 2.2925 -1.3204 -0.2437
H 5.0794 -1.2201 -1.6231
H 4.5034 -3.0460 -2.8824
H 3.9063 -1.8033 -4.0362
H 2.7290 -2.7847 -2.9411
H 4.4733 0.8832 -2.5129
H 3.3500 0.7853 -1.1106
H 1.9827 1.6235 -2.8288
H 2.1101 1.3956 -5.1014
H 3.7330 0.5136 -4.7346
H 2.1566 -0.4438 -4.9936
H 0.8259 -0.3476 -1.5332
H 1.1095 -1.4041 -2.9760
H 0.1866 2.2270 -1.6276
H -2.0728 2.8815 -0.2204
H -2.2528 -1.0262 -4.1033
H -3.1599 -2.9590 -3.2263
H -1.3777 -1.6488 -1.2405
H -1.7343 -3.3992 -1.5302
H -2.7698 -2.5290 -0.3423
C -4.7672 4.4391 4.7135
C -3.6909 4.8249 3.9235
C -3.5704 4.3382 2.6275
C -4.5322 3.4725 2.1180
C -5.6101 3.0899 2.9070
C -5.7258 3.5694 4.2061
H -4.8594 4.8161 5.7254
H -2.9450 5.5051 4.3186
H -2.7266 4.6348 2.0134
H -4.4419 3.0953 1.1043
H -6.3614 2.4158 2.5092
H -6.5637 3.2667 4.8232
C 2.7679 -3.1612 5.3194
C 1.8303 -2.9933 4.3075
C 1.9578 -1.9411 3.4084
C 3.0300 -1.0615 3.5158
C 3.9694 -1.2322 4.5258
C 3.8364 -2.2791 5.4301
H 2.6662 -3.9799 6.0224
H 0.9983 -3.6831 4.2201
H 1.2221 -1.8066 2.6229
H 3.1329 -0.2430 2.8117
H 4.8061 -0.5476 4.6088
H 4.5662 -2.4085 6.2207
*
```

Results
Highest occupied orbital energy   -0.40963 Eh
Kohn-Sham gap   8.07 eV

=====

(2)
Computed, not measured: a cluster of 8 separate species, C25H34Cl6F15NO11 in total in a non-equilibrium geometry, with ωB97M-V/def2-TZVPD.

```
! wB97M-V def2-TZVPD RIJCOSX def2/J DEFGRID3
* xyz 0 1
C 4.3761 -2.0472 0.1847
C 4.1980 -2.0506 1.7519
O 5.4222 -1.6567 2.4681
C 5.9306 -0.3596 2.5009
O 5.2996 0.5553 2.0407
C 7.3203 -0.0765 3.1641
F 7.2871 -0.4786 4.3909
F 8.2753 -0.7552 2.4928
F 7.6817 1.2607 3.1225
H 5.0131 -2.8723 -0.1340
H 4.8515 -1.1541 -0.2210
H 3.4045 -2.2374 -0.2712
H 3.9148 -3.0298 2.1379
H 3.4069 -1.3316 1.9646
C -1.0580 -1.3518 0.4339
C 0.3580 -1.1717 -0.2153
O 0.6473 0.1688 -0.3345
C 0.3359 0.8951 -1.4578
O 0.1100 0.3806 -2.5564
C 0.2111 2.4121 -1.2167
F 0.0501 2.6590 0.0470
F 1.3501 3.0464 -1.6020
F -0.8806 2.9258 -1.9051
H -1.8217 -0.6564 0.0859
H -0.8165 -1.2513 1.4921
H -1.5723 -2.2908 0.2292
H 0.6291 -1.6964 -1.1314
H 1.0834 -1.6225 0.4620
C 0.6277 -7.7616 6.3940
C 0.7863 -7.2235 4.9483
O -0.1342 -6.1956 4.6955
C 0.1245 -5.2811 3.7771
O 1.0044 -5.3082 2.9858
C -0.9022 -4.1951 3.7906
F -0.4714 -3.1287 4.3898
F -1.0767 -3.8320 2.5184
F -2.0050 -4.6180 4.3848
H 0.5683 -6.9251 7.0903
H 1.4184 -8.4082 6.7745
H -0.3458 -8.2516 6.3773
H 0.7419 -8.0459 4.2342
H 1.8220 -6.9190 4.7981
C -3.9315 2.6668 -6.5691
C -5.1273 2.0730 -5.8098
O -4.7424 1.7715 -4.4965
C -4.6800 0.4262 -4.0883
O -4.8201 -0.4681 -4.8876
C -4.2226 0.2238 -2.5855
F -3.0937 -0.6037 -2.4796
F -3.9107 1.2936 -1.9706
F -5.2000 -0.3622 -1.9425
H -4.2330 3.4214 -7.2956
H -3.2767 1.8485 -6.8684
H -3.3153 3.3486 -5.9829
H -5.6884 1.3122 -6.3525
H -5.8584 2.8572 -5.6132
C 2.5194 5.2274 1.5311
C 1.2525 5.9215 1.1000
O 0.2263 5.9096 2.1401
C 0.0913 6.9993 3.0123
O 0.7753 8.0172 2.8658
C -0.9432 6.8914 4.1159
F -1.9013 6.1147 3.7800
F -0.3902 6.4691 5.2457
F -1.4774 8.1305 4.2894
H 2.6725 5.3673 2.6012
H 3.4161 5.5879 1.0271
H 2.4581 4.1509 1.3710
H 0.8625 5.3557 0.2539
H 1.4064 6.9251 0.7037
Cl -2.0728 3.0208 2.7158
C -3.5706 2.1243 2.8437
Cl -3.6750 1.0074 4.2600
Cl -3.6590 1.1412 1.4217
H -4.4421 2.7692 2.7313
Cl 2.5703 5.6412 -3.2582
C 1.6763 4.5673 -4.4273
Cl 2.8127 3.9813 -5.6697
Cl 0.2319 5.4652 -5.1225
H 1.2650 3.6787 -3.9485
C -2.5502 -3.8361 -4.1585
N -1.4120 -3.4508 -3.4636
C -0.6775 -2.3278 -4.0068
C -0.8835 -4.1867 -2.4616
O 0.2276 -4.0864 -1.9457
H -2.5835 -3.7440 -5.2441
H -3.2770 -3.0855 -3.8479
H -2.9947 -4.7991 -3.9075
H -1.2391 -1.3944 -4.0455
H 0.1486 -1.9897 -3.3811
H -0.4065 -2.4471 -5.0558
H -1.5234 -5.0452 -2.2054
*
```

Results
Highest occupied orbital energy   -0.33783 Eh
Kohn-Sham gap   9.54 eV
Relative energy (zero: lowest compared OMol25 entry of this formula, charge and spin)   230.3 kJ/mol

=====

(3)
Computed, not measured: a cluster of 7 separate species, C25H34F19O14PS in total, with ωB97M-V/def2-TZVPD.

```
! wB97M-V def2-TZVPD RIJCOSX def2/J DEFGRID3
* xyz 0 1
C -2.7374 -3.1000 -2.1957
C -2.3659 -3.4853 -0.7835
O -1.6046 -2.4246 -0.1451
C -2.3045 -1.4150 0.3361
O -3.4878 -1.2643 0.3029
C -1.3434 -0.4277 1.0376
F -0.2682 -0.1833 0.2772
F -0.9156 -0.9514 2.1976
F -1.9420 0.7267 1.3024
H -1.8463 -2.8428 -2.7633
H -3.2338 -3.9367 -2.6868
H -3.4142 -2.2465 -2.2051
H -1.6962 -4.3416 -0.7663
H -3.2392 -3.7166 -0.1736
C 5.5866 2.7751 6.0245
C 4.7208 3.0080 4.8069
O 3.5482 3.7910 5.1431
C 3.7346 5.1004 5.2206
O 4.7438 5.7049 5.0163
C 2.4048 5.7966 5.5878
F 1.7937 5.1748 6.6017
F 1.5777 5.7776 4.5311
F 2.6156 7.0592 5.9324
H 5.0102 2.2968 6.8173
H 6.4235 2.1287 5.7603
H 5.9853 3.7128 6.4090
H 4.3325 2.0725 4.4168
H 5.2689 3.5120 4.0124
C -4.8404 -2.6684 3.2967
C -3.7099 -3.6651 3.3850
O -4.1964 -5.0043 3.6384
C -4.6061 -5.6722 2.5756
O -4.5852 -5.3117 1.4349
C -5.0941 -7.0775 2.9975
F -5.8945 -7.0184 4.0647
F -4.0400 -7.8451 3.3077
F -5.7574 -7.6582 2.0043
H -5.4391 -2.6821 4.2077
H -4.4317 -1.6668 3.1676
H -5.4938 -2.8840 2.4516
H -3.0531 -3.4431 4.2232
H -3.1101 -3.6813 2.4747
C -2.8675 3.2221 3.2367
C -2.1584 2.5388 4.3833
O -3.0438 2.3545 5.5158
C -3.8646 1.3194 5.4425
O -3.9421 0.5214 4.5549
C -4.7265 1.2360 6.7225
F -5.2266 2.4283 7.0535
F -3.9745 0.7989 7.7421
F -5.7329 0.3875 6.5494
H -3.2918 4.1718 3.5630
H -2.1578 3.4157 2.4326
H -3.6696 2.5996 2.8429
H -1.3475 3.1511 4.7714
H -1.7568 1.5698 4.0883
C 0.4670 3.4248 -4.3307
C 1.6109 2.4553 -4.1421
O 1.1245 1.1151 -3.8873
C 0.7546 0.4223 -4.9492
O 0.7802 0.7677 -6.0926
C 0.2980 -0.9898 -4.5175
F -0.5268 -0.9368 -3.4649
F 1.3611 -1.7276 -4.1755
F -0.3347 -1.6004 -5.5134
H -0.1983 3.4034 -3.4674
H 0.8591 4.4353 -4.4431
H -0.1122 3.1804 -5.2201
H 2.2000 2.7006 -3.2618
H 2.2710 2.4321 -5.0082
C 1.7058 -0.6582 -8.9287
C 2.3744 -1.1941 -10.1729
O 2.6182 -0.1367 -11.1314
C 3.6856 0.6107 -10.9118
O 4.4786 0.5075 -10.0240
C 3.8167 1.6701 -12.0308
F 2.6484 2.2699 -12.2776
F 4.2313 1.0838 -13.1624
F 4.7027 2.5995 -11.6916
H 0.7837 -0.1345 -9.1798
H 1.4625 -1.4788 -8.2540
H 2.3565 0.0360 -8.3995
H 1.7327 -1.8951 -10.7015
H 3.3186 -1.6880 -9.9460
C 2.5054 -0.8060 1.9696
S 3.6137 -2.0841 2.4811
O 4.6333 -2.2023 1.4631
O 2.8571 -3.2401 2.8946
P 4.7751 -1.4411 4.1944
F 5.2234 -0.0040 3.6156
H 3.0749 0.1178 1.8579
H 2.1198 -1.1110 0.9961
H 1.7003 -0.6809 2.6910
H 3.6918 -0.9610 4.9790
*
```

Results
Highest occupied orbital energy   -0.38679 Eh
Kohn-Sham gap   10.28 eV

=====

(4)
Computed, not measured: a structure of composition C25H34F7N10 in a non-equilibrium geometry, with ωB97M-V/def2-TZVPD.

```
! wB97M-V def2-TZVPD RIJCOSX def2/J DEFGRID3
* xyz 1 1
F 2.5131 4.1911 2.5624
C 3.3924 3.2058 1.8473
F 3.2820 3.3222 0.3672
F 4.8023 3.6356 2.1790
C 3.2505 1.6703 2.4090
F 3.0366 1.7147 3.8792
F 4.6063 1.0330 2.2180
C 2.1885 0.7270 1.5904
F 2.2366 -0.6263 2.2608
F 2.5620 0.4736 0.1690
C 0.6239 1.2094 1.6697
C 0.1263 2.5519 0.8720
C -0.5789 3.5296 1.9827
N -0.6959 2.7728 3.1519
C -0.1338 1.3379 3.1174
H 0.0675 0.2916 1.1543
H -0.8230 2.1500 0.2721
H 0.7682 3.0019 0.0035
H -0.9035 4.6422 1.7751
H -1.1325 3.1348 4.0528
H 0.5184 1.2988 4.0894
H -0.9555 0.5046 3.3438
C -3.6893 -1.5659 1.5373
C -2.9055 -0.3234 1.4376
N -2.2862 0.6584 1.3589
H -3.9224 -1.8148 2.5780
H -4.6417 -1.4874 1.0022
H -3.1498 -2.4196 1.1136
C -5.5606 -2.5580 -2.1517
C -6.1134 -2.5231 -0.7873
N -6.5501 -2.4955 0.2906
H -6.1426 -1.9361 -2.8400
H -4.5285 -2.1926 -2.1795
H -5.5550 -3.5742 -2.5599
C 4.9658 2.4617 -1.9033
C 5.8328 2.6261 -3.0821
N 6.5178 2.7561 -4.0134
H 5.3862 1.7463 -1.1886
H 4.8251 3.4076 -1.3695
H 3.9715 2.0957 -2.1803
C 3.6147 0.7849 7.4533
C 2.1961 0.4818 7.2005
N 1.0752 0.2423 7.0009
H 3.8652 0.6918 8.5153
H 4.2772 0.1075 6.9041
H 3.8708 1.8051 7.1487
C 7.8734 1.9538 2.5129
C 9.0224 1.3475 3.2060
N 9.9303 0.8684 3.7536
H 7.5434 1.3428 1.6661
H 7.0138 2.0714 3.1814
H 8.1159 2.9469 2.1202
C -9.6230 -1.5347 -4.3405
C -8.1797 -1.2487 -4.2825
N -7.0394 -1.0228 -4.2367
H -10.2212 -0.6385 -4.1446
H -9.9211 -1.9141 -5.3237
H -9.9163 -2.2873 -3.6010
C -8.5567 -1.9965 -8.7185
C -9.6691 -1.6231 -7.8289
N -10.5480 -1.3281 -7.1261
H -8.9161 -2.4653 -9.6407
H -7.9613 -1.1246 -9.0096
H -7.8759 -2.7073 -8.2384
C 11.2165 1.2954 -0.3735
C 10.1041 1.6688 0.5161
N 9.2251 1.9638 1.2189
H 10.8571 0.8266 -1.2957
H 11.8118 2.1673 -0.6646
H 11.8973 0.5846 0.1067
C -5.3048 -7.3894 -2.2522
C -4.5210 -6.1468 -2.3519
N -3.9017 -5.1651 -2.4306
H -5.5380 -7.6382 -1.2115
H -6.2572 -7.3109 -2.7872
H -4.7653 -8.2430 -2.6758
*
```

Results
Highest occupied orbital energy   -0.41641 Eh
Kohn-Sham gap   6.68 eV

=====

(5)
Computed, not measured: a structure of composition C25H34FeN7P2S3 in a non-equilibrium geometry, with ωB97M-V/def2-TZVPD.

```
! wB97M-V def2-TZVPD RIJCOSX def2/J DEFGRID3
* xyz 2 2
Fe -0.8707 -1.5733 -0.2600
C 1.9189 -0.2525 2.3779
P 1.1111 -0.2229 0.7556
C 0.9254 1.5697 0.4530
N 1.8625 2.3752 0.8778
C 1.7799 3.6907 0.5918
C 2.8152 4.5769 0.9634
C 2.6990 5.9008 0.6628
C 1.5468 6.4034 0.0044
C 0.5444 5.5703 -0.3931
C 0.6494 4.1865 -0.1294
N -0.2977 3.3266 -0.5557
C -0.1773 2.0538 -0.2827
P -1.4662 0.9107 -0.9051
C -1.9085 1.7138 -2.4698
C -2.8997 1.2724 0.2581
C -4.1572 0.6485 -0.3608
C -3.1282 2.7593 0.5062
C -2.5556 0.5574 1.5649
C 2.4687 -0.6356 -0.4896
C 2.8611 -2.0992 -0.2497
C 1.8414 -0.4840 -1.8786
C 3.6988 0.2577 -0.3672
H 2.7176 0.4860 2.3945
H 2.3065 -1.2494 2.5848
H 1.1869 -0.0068 3.1472
H 3.6852 4.1803 1.4693
H 3.4921 6.5861 0.9294
H 1.4730 7.4646 -0.1913
H -0.3309 5.9380 -0.9115
H -2.1559 2.7566 -2.2853
H -2.7523 1.1975 -2.9259
H -1.0598 1.6593 -3.1517
H -4.4749 1.1976 -1.2474
H -4.9734 0.6963 0.3628
H -4.0038 -0.3953 -0.6290
H -3.4162 3.2807 -0.4061
H -2.2578 3.2578 0.9272
H -3.9508 2.8628 1.2172
H -2.4865 -0.5242 1.3835
H -3.3401 0.7248 2.3055
H -1.6099 0.9268 1.9791
H 2.0004 -2.7568 -0.3320
H 3.3116 -2.2345 0.7348
H 3.5994 -2.4038 -0.9937
H 0.9543 -1.1140 -1.9828
H 2.5519 -0.7884 -2.6490
H 1.5566 0.5523 -2.0777
H 4.1789 0.1498 0.6056
H 3.4626 1.3082 -0.5174
H 4.4200 -0.0344 -1.1332
N -0.1337 -2.9220 -3.5239
C 0.0617 -3.7228 -2.4588
N -0.1003 -3.3476 -1.2090
C 0.1547 -4.3851 -0.3275
C 0.5420 -5.5326 -0.9115
S 0.5938 -5.3566 -2.6239
C -0.0445 -4.1359 1.0782
C 0.1472 -4.9948 2.0951
S -0.2445 -4.2518 3.5961
C -0.6577 -2.7998 2.7569
N -0.4978 -2.8823 1.4529
N -1.0487 -1.6921 3.4246
H -0.6570 -2.0714 -3.4038
H -0.0727 -3.3055 -4.4517
H 0.8050 -6.4701 -0.4513
H 0.4833 -6.0170 2.0516
H -1.2979 -1.7787 4.3961
H -1.4812 -0.9464 2.9094
S -4.0828 -4.2669 -1.8173
C -3.2285 -3.1140 -1.1777
N -2.5865 -2.2304 -0.6856
*
```

Results
Highest occupied orbital energy (alpha / beta)   -0.49904 / -0.49902 Eh
Kohn-Sham gap (alpha / beta)   5.45 / 6.67 eV
Relative energy (zero: lowest compared OMol25 entry of this formula, charge and spin)   157.1 kJ/mol

=====

(6)
Computed, not measured: a structure of composition C25H34MoN6O4, with ωB97M-V/def2-TZVPD.

```
! wB97M-V def2-TZVPD RIJCOSX def2/J DEFGRID3
* xyz 2 1
Mo 0.3101 1.0446 -1.5384
O 1.1242 1.7817 -2.9878
C 2.2070 2.5216 -3.3754
C 2.2955 2.9723 -4.6764
C 3.3994 3.7251 -5.0475
C 4.4037 4.0155 -4.1281
C 4.3038 3.5490 -2.8313
C 3.1975 2.7957 -2.4288
C 3.1232 2.3040 -1.0734
N 2.1195 1.6835 -0.5623
N 2.2673 1.2719 0.7530
C 1.2346 0.6097 1.1407
O 0.1977 0.4406 0.3373
C 1.1569 0.0464 2.4956
C -0.0674 -0.3931 2.9939
C -0.1497 -0.8930 4.2843
C 0.9906 -0.9668 5.0731
C 2.2155 -0.5400 4.5718
C 2.3016 -0.0297 3.2883
H 1.5111 2.7312 -5.3808
H 3.4767 4.0841 -6.0642
H 5.2605 4.6009 -4.4280
H 5.0832 3.7641 -2.1116
H 3.9768 2.4595 -0.4197
H -0.9562 -0.3218 2.3805
H -1.1064 -1.2044 4.6819
H 0.9257 -1.3420 6.0855
H 3.1020 -0.5949 5.1880
H 3.2468 0.3132 2.8917
N -1.4003 -0.3370 -1.8073
C -1.1134 -1.6708 -1.1918
C -1.9088 -2.7635 -1.9186
C -1.7722 -4.2175 -1.4526
C -2.0767 -4.5110 0.0121
N -0.9272 -4.1552 0.8376
C -0.7850 -4.4435 2.1189
N 0.3689 -4.1626 2.7274
N -1.7808 -5.0015 2.8114
C 0.4087 -1.8612 -1.1836
O 0.9079 -2.8781 -0.7388
O 1.0769 -0.8695 -1.6724
H -2.2682 0.0338 -1.4310
H -1.5552 -0.4702 -2.8090
H -1.4217 -1.5975 -0.1458
H -1.6306 -2.7362 -2.9772
H -2.9649 -2.4810 -1.8644
H -0.7792 -4.6010 -1.6913
H -2.4769 -4.8002 -2.0469
H -2.2798 -5.5809 0.1075
H -2.9675 -3.9647 0.3429
H -0.1171 -3.7715 0.3298
H 1.1176 -3.7245 2.2159
H 0.4872 -4.2811 3.7181
H -2.6370 -5.2651 2.3568
H -1.6506 -5.2985 3.7630
C -2.8355 1.6807 0.3958
C -1.9103 2.8372 0.0026
C -1.1402 3.3389 1.2446
C -2.7377 3.9878 -0.5831
C -0.8521 2.4184 -0.9631
H -3.5063 2.0060 1.1908
H -2.2682 0.8248 0.7607
H -3.4737 1.3869 -0.4431
H -1.8624 3.7536 1.9486
H -0.4374 4.1302 0.9814
H -0.5988 2.5338 1.7393
H -3.4932 4.3040 0.1362
H -3.2505 3.6856 -1.4978
H -2.1095 4.8501 -0.8088
H -0.5295 3.2434 -1.6269
*
```

Results
Highest occupied orbital energy   -0.50170 Eh
Kohn-Sham gap   7.11 eV
Relative energy (zero: lowest compared OMol25 entry of this formula, charge and spin)   0.0 kJ/mol

=====

Calculated DFT total energy in order - -64640.710 -166383.792 -126899.880 -60381.222 -122365.230 -45451.957 eV